Density functional theory data (wB97M-V/def2-TZVPD) for C18H52F6N2O12P as an isolated structure.

Summary:
- Lowest unoccupied orbital energy: 2.34 eV
- Max |F|: 12.10 eV/Å
- Orbital gap: 0.27916 Ha

Structure (ORCA input):
```
! wB97M-V def2-TZVPD RIJCOSX def2/J DEFGRID3
* xyz -1 1
H -3.180 -1.074 0.574
H 1.316 -1.570 -1.195
H 1.120 1.976 5.631
H -4.413 3.155 -0.883
H 2.523 -2.689 -6.250
O 2.537 0.350 2.876
H -2.301 -0.816 -0.631
H 3.169 -3.382 -1.841
H -0.092 0.318 6.877
H 3.636 -4.053 -6.290
H 0.243 -3.570 -6.086
C 2.967 -0.802 5.014
H 0.220 4.252 6.103
H 1.181 -1.116 0.509
C -1.973 6.123 0.386
H -0.577 7.253 0.991
H 1.653 -1.555 3.404
H 1.230 1.124 7.689
C 0.268 2.321 6.232
O -1.202 -2.357 -5.234
P -1.163 1.681 1.759
H 1.658 -3.554 -4.059
H -0.409 -4.090 -4.553
C 0.200 1.270 7.336
O -0.712 1.722 8.305
C -0.360 -1.534 -4.447
O -0.813 6.474 -1.684
C 1.549 -3.807 0.340
H 3.723 -4.953 -2.450
H -1.154 6.162 -2.521
H -0.964 4.580 -0.774
F -1.377 2.075 0.187
H -0.706 1.147 9.076
H -1.472 -4.268 -5.925
F -1.851 0.230 1.538
O 3.559 -3.015 -4.518
C -0.687 -3.641 -5.515
O -1.530 7.354 1.032
H 1.170 -0.128 4.226
C 2.059 -0.621 3.804
H -2.023 5.346 1.162
H -0.645 2.396 5.643
C -0.894 -0.101 -4.544
H 0.098 5.592 -0.020
H 4.726 -1.320 4.502
O 0.606 3.621 6.712
H 0.606 -1.575 -4.975
H -1.023 -0.299 -1.832
H 3.315 0.123 5.484
C 2.663 -3.970 -3.970
F -0.511 3.180 1.910
C -3.480 3.500 -1.343
H 1.788 0.577 2.308
H -3.803 4.276 -2.039
C -1.318 0.652 -2.276
O -4.007 0.750 3.935
H -2.000 1.695 -0.527
C -2.404 1.388 -1.498
H -0.048 0.599 -4.529
H -2.972 6.223 -0.027
H -3.650 1.502 3.421
F 0.273 1.107 1.261
H -2.353 1.061 -3.997
O -2.864 2.544 -2.166
H -2.889 3.955 -0.545
H 2.441 -3.174 0.312
F -2.608 2.221 2.209
H 2.404 -5.744 -0.059
H 0.783 -5.778 -0.392
O -3.152 -1.185 -0.381
H -0.288 -1.356 -0.584
H 4.311 -2.400 -6.328
F -0.770 1.306 3.284
C 2.900 -4.224 -2.473
O 0.406 -3.012 0.114
H -0.208 -1.896 -3.426
C 0.707 -1.690 -0.289
C 3.516 -3.024 -5.931
N -1.938 0.242 -3.560
H 1.602 -5.833 -2.325
H -4.573 0.282 3.314
C 1.624 -5.084 -0.475
N 1.728 -4.911 -1.933
H 1.569 -4.189 1.371
H -1.299 -0.001 -5.553
H 2.787 -4.932 -4.474
H -3.113 0.612 -1.190
O 3.976 -1.788 4.885
C -0.872 5.643 -0.522
H -0.422 1.258 -2.455
H 2.256 -1.139 5.781
*
```

Density functional theory data (wB97M-V/def2-TZVPD) for a 2-piece molecular cluster, C4H10S2 overall.

Summary:
- Lowest unoccupied orbital energy: 0.81 eV
- Max |F|: 3.82 eV/Å
- Orbital gap: 0.32891 Ha
- SMILES string: C=C(C)SC.S

Structure (ORCA input):
```
! wB97M-V def2-TZVPD RIJCOSX def2/J DEFGRID3
* xyz 0 1
H 2.237 1.328 1.212
S -0.312 -0.766 -0.497
H 0.346 1.366 -1.814
C -0.351 -0.851 -2.329
H -0.386 -1.962 -2.527
H -1.257 -0.412 -2.596
C 1.237 1.326 -1.288
C 1.643 0.481 1.002
H 0.437 -0.233 -2.763
H 1.618 -0.334 1.712
H -4.286 -0.280 1.646
S -4.148 -0.513 0.344
H -3.924 -1.737 0.680
C 0.918 0.463 -0.065
H 1.666 2.225 -0.892
H 1.938 0.705 -1.795
*
```

Density functional theory data (wB97M-V/def2-TZVPD) for a 2-piece molecular cluster, C2H6O4 overall.

Summary:
- Lowest unoccupied orbital energy: 0.15 eV
- Max |F|: 5.13 eV/Å
- Orbital gap: 0.40811 Ha
- SMILES string: O=C(O)CO.O

Structure (ORCA input):
```
! wB97M-V def2-TZVPD RIJCOSX def2/J DEFGRID3
* xyz 0 1
O -3.621 -0.102 0.372
C 1.669 -0.604 -0.365
H -0.654 -1.170 -0.630
H -3.873 -0.992 0.604
H 2.478 0.535 0.940
O 2.441 -0.428 0.806
H 2.320 -0.441 -1.247
O 0.538 1.476 -0.053
C 0.421 0.274 -0.327
H -2.683 -0.063 0.174
H 1.240 -1.661 -0.468
O -0.779 -0.224 -0.526
*
```

Density functional theory data (wB97M-V/def2-TZVPD) for an isolated ion of composition C4H11NOP and charge +1.

Summary:
- Lowest unoccupied orbital energy: -3.94 eV
- Max |F|: 6.64 eV/Å
- Orbital gap: 0.38530 Ha

Structure (ORCA input):
```
! wB97M-V def2-TZVPD RIJCOSX def2/J DEFGRID3
* xyz 1 1
C -0.552 -0.891 1.228
C 1.131 1.388 0.537
H 2.020 2.324 2.109
H -2.258 0.991 -0.809
N 1.187 1.645 1.897
H -1.120 1.092 -2.227
H -1.959 -0.455 -1.475
H 2.042 -1.021 -0.860
H -1.219 -0.380 1.884
C 1.029 -0.780 -1.354
O 2.115 1.669 -0.307
P -0.063 0.163 -0.236
H -0.987 -1.773 0.721
C -1.425 0.572 -1.321
H 0.313 -1.370 1.522
H 0.456 -1.645 -1.734
H 1.530 -0.161 -2.037
H 0.411 1.733 2.511
*
```

Density functional theory data (wB97M-V/def2-TZVPD) for C25H33Cl2F5InN2O6PSTe2 as an isolated structure.

Summary:
- Lowest unoccupied orbital energy (spin up / spin down): -2.21 / -2.88 eV
- Max |F|: 0.50 eV/Å
- Orbital gap (spin up / spin down): 0.23770 / 0.20566 Ha

Structure (ORCA input):
```
! wB97M-V def2-TZVPD RIJCOSX def2/J DEFGRID3
* xyz 0 1
H -0.607 -4.419 0.477
C -0.429 -0.648 -0.920
F 0.747 5.852 3.344
H 3.293 -2.894 -1.181
H 1.910 -4.955 -0.996
H -2.058 2.262 1.288
O 3.972 -0.332 0.189
Te 5.751 -1.553 2.811
H 3.461 -5.224 -0.193
N -0.668 -3.100 -1.132
C 6.094 3.887 2.962
H 1.777 -0.872 5.356
In 2.775 1.910 1.452
F 1.319 4.196 5.160
O 3.751 -2.844 0.833
C 0.416 4.464 0.240
H 2.802 -2.385 3.603
C -0.764 -1.995 -0.345
H -0.688 -3.436 -4.538
F 0.805 3.037 2.919
O 1.567 4.685 0.413
O 2.555 -0.972 2.093
C -2.774 4.240 -1.384
S -5.898 1.688 -1.632
C -2.553 -4.565 -0.424
H -3.020 -4.523 -1.408
N 0.750 1.395 -0.502
H -1.982 -2.785 -3.521
C -6.724 0.559 -3.979
C 0.339 1.847 -1.686
C 2.535 -4.651 -0.155
C -1.143 -3.481 -3.548
Cl 5.481 4.749 1.549
H -1.542 -4.487 -3.409
H -6.700 0.688 -5.058
H 0.681 -0.170 0.843
H -7.689 0.866 -3.577
H -4.477 4.028 -2.655
H -2.988 -3.790 0.205
H 0.674 -3.906 -2.487
H 2.011 -4.894 0.770
F 3.239 2.895 4.062
O -4.606 1.677 -3.959
C -3.938 3.636 -1.806
C -0.806 4.227 0.080
C -0.510 1.130 -2.514
C 2.142 -1.550 3.359
C 2.164 -0.475 4.417
O -1.084 -2.075 0.834
H -4.145 1.161 0.519
H -0.857 1.561 -3.442
C -0.896 -0.143 -2.125
Te 2.111 4.486 3.503
H -2.781 -5.534 0.021
H 7.119 4.198 3.119
H 0.685 2.834 -1.973
C 2.823 -3.174 -0.237
H 1.545 0.375 4.126
H 1.138 -1.937 3.188
H -1.558 -0.726 -2.752
C -2.060 3.731 -0.281
H 1.912 -2.582 -0.115
C -5.594 1.347 -3.366
P 3.877 -1.324 1.277
C -3.753 2.022 -0.007
C -0.113 -3.145 -2.479
H -6.579 -0.496 -3.740
H -0.596 -5.165 -1.125
H 5.446 4.086 3.807
Cl 6.124 2.129 2.680
H -2.385 5.106 -1.902
C -1.046 -4.375 -0.521
C -4.416 2.510 -1.134
F 3.320 5.613 4.526
C -2.592 2.628 0.421
H 0.375 -2.198 -2.694
H 3.178 -0.110 4.588
C 0.356 0.183 -0.130
*
```

Density functional theory data (wB97M-V/def2-TZVPD) for C9H10NO6Sr as an isolated structure.

Summary:
- Lowest unoccupied orbital energy (spin up / spin down): -5.75 / -6.09 eV
- Max |F|: 19.21 eV/Å
- Orbital gap (spin up / spin down): 0.24222 / 0.19614 Ha

Structure (ORCA input):
```
! wB97M-V def2-TZVPD RIJCOSX def2/J DEFGRID3
* xyz 1 1
H -1.876 2.687 0.942
C 0.539 0.351 1.405
C 1.270 -2.666 -1.894
C 1.569 -0.099 2.416
C -0.523 -1.865 -3.647
O -2.271 1.040 -2.096
H 2.578 -0.043 1.956
H 1.593 0.499 3.346
H -0.738 2.095 -0.302
O 1.060 -3.801 -1.551
O 1.886 0.671 -3.202
O -0.728 -2.301 -4.691
C -0.234 2.186 2.871
H -1.973 0.970 0.459
H 2.302 -2.369 -2.197
C -1.474 0.211 -2.053
H -0.975 3.013 2.895
H -0.454 1.525 3.736
C -1.269 1.811 0.629
H 1.364 -1.153 2.700
O 0.496 -0.301 0.361
O -2.122 -3.072 -0.755
N -0.299 1.421 1.632
C -1.387 -2.329 -1.223
H 0.771 2.643 2.984
C 1.083 -0.005 -2.736
Sr -0.189 -1.119 -1.984
*
```

Density functional theory data (wB97M-V/def2-TZVPD) for AgH16O8 as an isolated structure.

Summary:
- Lowest unoccupied orbital energy: -3.30 eV
- Max |F|: 2.37 eV/Å
- Orbital gap: 0.35220 Ha

Structure (ORCA input):
```
! wB97M-V def2-TZVPD RIJCOSX def2/J DEFGRID3
* xyz 1 1
H 1.180 -2.169 3.059
H 0.577 3.292 -0.467
H 0.737 1.119 1.918
H -1.832 0.567 1.892
O -1.072 -1.741 0.147
H 1.192 -1.629 1.731
O 1.313 1.185 -2.108
H -1.791 1.897 1.245
H -2.335 1.007 -2.246
O -1.903 0.963 1.047
H -1.170 -2.056 -0.753
O 1.596 -1.558 -1.286
H -2.363 -0.581 -2.152
H 1.684 0.541 -2.737
O 1.158 -2.455 2.178
O -1.845 0.203 -2.347
O 0.119 2.788 0.179
H 0.821 1.780 -2.697
H 0.354 -0.290 2.431
Ag 0.054 0.070 -0.366
O 0.874 0.158 1.781
H -1.473 -2.366 0.717
H 0.139 3.286 0.979
H 1.450 -2.459 -0.943
H 2.538 -1.549 -1.200
*
```

Density functional theory data (wB97M-V/def2-TZVPD) for an isolated molecule of C20H17ClN3O3P.

Summary:
- Lowest unoccupied orbital energy: -0.71 eV
- Max |F|: 5.97 eV/Å
- Orbital gap: 0.29640 Ha
- SMILES string: CO[P@](=O)(c1cc(C)cc(/C=C/C#N)c1)c1c(C(N)=O)[nH]c2ccc(Cl)cc12

Structure (ORCA input):
```
! wB97M-V def2-TZVPD RIJCOSX def2/J DEFGRID3
* xyz 0 1
C 0.117 0.468 -1.607
C -0.444 -2.912 0.271
C 2.119 0.434 -0.152
C 0.022 1.263 4.556
O -0.046 -1.990 1.294
O -0.721 4.093 1.493
C 0.766 1.075 -2.624
H 0.596 -2.003 3.532
C 0.370 -1.122 4.194
C 4.255 1.172 -1.162
H -0.917 0.136 -1.820
C 2.152 1.235 -2.429
H 4.558 1.489 -2.193
C -0.490 2.029 2.462
C 0.337 -0.100 6.470
H -1.527 -2.956 0.255
C 2.845 0.929 -1.233
O -1.741 -0.290 0.545
H 2.694 0.400 0.798
H 2.791 1.662 -3.196
C 0.176 0.158 3.722
H 4.672 1.972 -0.546
C 0.156 1.327 -6.518
C 0.708 1.233 -5.214
Cl 0.950 -2.534 6.600
C 0.163 1.151 5.956
H 4.727 0.246 -0.860
H -0.092 -3.976 0.589
H -0.280 3.369 4.011
H -1.862 3.155 -0.339
C -0.882 2.835 1.355
C 0.507 -1.141 5.630
N -1.468 2.391 0.233
H -1.097 1.323 -4.139
C 0.745 0.265 -0.331
H 1.789 1.122 -5.197
N -0.445 1.424 -7.559
H -0.061 1.987 6.548
C -0.243 0.649 2.469
H 0.325 -0.373 7.481
H 0.022 -2.574 -0.622
N -0.128 2.459 3.762
C 0.004 1.271 -3.979
P -0.337 -0.420 1.002
H -1.974 1.481 0.305
*
```

Density functional theory data (wB97M-V/def2-TZVPD) for an isolated molecule of C11H9N3.

Summary:
- Lowest unoccupied orbital energy: -0.03 eV
- Max |F|: 4.12 eV/Å
- Orbital gap: 0.35353 Ha
- SMILES string: N#C[C@@]1(c2ccccn2)CC=CC=N1

Structure (ORCA input):
```
! wB97M-V def2-TZVPD RIJCOSX def2/J DEFGRID3
* xyz 0 1
H -3.013 -1.775 -1.259
C 0.632 0.393 -0.124
C 0.972 1.630 -0.781
C -3.552 -0.265 0.099
H 3.221 -1.322 -1.572
H 0.819 -1.690 -0.663
N -1.351 -0.640 -0.810
H -4.658 -0.403 0.229
H -1.129 1.715 1.307
H -3.621 1.488 1.395
C -3.052 0.840 0.787
C 2.697 -0.913 -0.773
C 1.247 -0.827 -0.980
N 1.215 2.656 -1.198
H 4.252 -0.617 0.863
H 2.690 0.303 2.315
C -0.868 0.273 -0.026
C 3.183 -0.629 0.451
C -1.703 1.030 0.827
N 1.189 0.521 1.217
H 1.101 -0.864 -2.080
C 2.361 0.083 1.400
C -2.633 -0.988 -0.624
*
```

Density functional theory data (wB97M-V/def2-TZVPD) for C3H11NO4 as an isolated structure.

Summary:
- Lowest unoccupied orbital energy: 0.46 eV
- Max |F|: 1.88 eV/Å
- Orbital gap: 0.36379 Ha

Structure (ORCA input):
```
! wB97M-V def2-TZVPD RIJCOSX def2/J DEFGRID3
* xyz 0 1
H 2.749 0.971 -0.956
O -1.277 1.748 1.042
C 0.038 -0.229 1.142
O -0.087 1.322 -0.800
H -0.294 -0.363 -2.281
H -0.774 -1.032 2.953
H 1.184 0.738 -0.864
C -0.481 1.080 0.418
H -1.985 -0.386 1.916
C -1.052 -0.943 1.904
H -1.553 -1.217 -2.244
O 2.163 0.227 -1.094
H 1.753 -0.529 -0.237
H 0.750 0.159 1.860
N 0.811 -1.089 0.225
O -0.595 -1.271 -2.237
H 1.010 -2.014 0.593
H -1.196 -2.005 1.700
H 0.233 -1.357 -0.599
*
```

Density functional theory data (wB97M-V/def2-TZVPD) for a 2-piece molecular cluster, C6H13O2 overall.

Summary:
- Lowest unoccupied orbital energy: 3.58 eV
- Max |F|: 3.51 eV/Å
- Orbital gap: 0.24135 Ha

Structure (ORCA input):
```
! wB97M-V def2-TZVPD RIJCOSX def2/J DEFGRID3
* xyz -1 1
H -0.280 0.784 -1.603
H -0.030 -2.644 1.181
H 1.913 2.497 -0.198
C 0.781 -0.816 0.268
O -3.612 -2.940 1.269
C -0.302 -1.580 1.065
O -1.516 -1.642 0.422
C 1.467 1.548 -0.426
H 1.606 0.663 1.640
H -0.363 -1.163 2.093
C 0.223 2.872 -1.935
C 0.316 1.662 -1.392
H -3.583 -3.733 0.718
H 1.702 -1.415 0.510
H 2.332 0.941 -0.829
C 0.981 0.611 0.759
H 0.927 3.698 -1.979
H 0.045 1.090 1.097
H -0.510 3.070 -2.737
H 0.624 -0.958 -0.809
H -2.718 -2.543 0.886
*
```